1.
# C5H8BrN2

An isolated ion of composition C5H8BrN2 and charge +1 (wB97M-V/def2-TZVPD, OMol25).

Each line ends with the Löwdin spin population.
Positions of all 16 atoms, in Å:
C -1.25785 -0.17394 1.28598  0.4705
C -1.80670 -0.96367 0.34159  0.5604
C -0.03135 0.46732 1.41636  0.2736
C -1.40640 -1.48653 -0.99280  0.0913
C 1.93270 0.87478 -0.09624  0.0366
N 0.81654 0.55802 0.45322  0.3412
N 2.18507 1.89884 -0.87460  0.0017
Br 3.49752 -0.36552 0.07704  0.1210
H -1.71491 0.04803 2.24433  0.0132
H -2.78031 -1.23920 0.68923  0.0223
H 0.09206 1.00207 2.37502  0.0093
H -2.23391 -1.66653 -1.60009  0.0047
H -0.79742 -0.78607 -1.54572  0.0131
H 2.95662 1.82046 -1.56117  0.0015
H 1.28831 2.43742 -1.14150  -0.0002
H -0.73995 -2.42546 -1.07065  0.0399

Values from the calculation:
E: -2878.42897 hartree
net charge: +1
expectation value of S²: 2.010
maximum force: 0.1170 hartree/bohr
multiplicity: 3
energy relative to the best compared isomer or geometry (same formula, charge and spin): 0.0 kJ/mol

***

2.
# C3H7N3

A single C3H7N3 molecule (wB97M-V/def2-TZVPD, OMol25).

Each line ends with the Löwdin charge.
Positions of all 13 atoms, in Å:
N -0.13656 -0.14826 -2.63097  0.1406
C -0.53570 -0.35165 -1.56087  -0.2287
C -0.66764 -0.35959 -0.10108  -0.3433
N -1.83010 0.38118 0.38549  0.0322
C 0.71164 0.41569 -0.00403  -0.2554
N 1.69881 -0.39916 0.66920  0.0029
H -0.55937 -1.37584 0.32012  0.1403
H -1.80148 0.44982 1.40072  0.0773
H -2.69760 -0.09980 0.15685  0.0775
H 0.97985 0.54104 -1.10697  0.0996
H 0.48572 1.41080 0.40558  0.1167
H 2.62849 -0.13605 0.37142  0.0695
H 1.65358 -0.31130 1.67904  0.0708

Values from the calculation:
E: -282.71644 hartree
maximum force: 0.0523 hartree/bohr
multiplicity: 1
energy relative to the best compared isomer or geometry (same formula, charge and spin): 151.8 kJ/mol
SMILES: N#C[C@H](N)CN

***

3.
# C6H7N2O5

An isolated ion of composition C6H7N2O5 and charge -1 (wB97M-V/def2-TZVPD, OMol25).

Each line ends with the Löwdin charge.
Positions of all 20 atoms, in Å:
N -1.17828 0.03292 0.44977  0.0175
C -0.22089 0.51550 -0.60899  -0.1690
C 1.17499 -0.20918 -0.39828  -0.0991
C 1.10271 -1.68015 -0.60055  -0.1733
C 0.87219 -2.59004 0.58491  -0.4745
O 1.20725 -3.75052 0.57736  0.0932
O 0.12873 -2.02232 1.56665  0.0479
C 0.70054 -2.35937 -1.98188  -0.3839
O -0.26921 -2.73393 -2.52987  0.1311
N 1.95219 -2.23365 -1.74167  0.1736
C 3.26141 -1.83541 -2.19557  -0.5819
O 4.15385 -1.70586 -1.43079  0.0638
O 3.13880 -1.45266 -3.62151  -0.2628
H -1.52146 0.83273 0.88862  0.0567
H -1.94751 -0.22008 -0.08935  0.0615
H -0.11428 1.54595 -0.45490  0.0745
H -0.71053 0.42152 -1.62133  0.1355
H 1.82487 0.03140 -1.14047  0.0769
H 1.69933 0.09210 0.55738  0.1507
H -0.19179 -1.09595 1.26144  0.0615

Values from the calculation:
E: -718.54445 hartree
net charge: -1
maximum force: 0.1769 hartree/bohr
multiplicity: 1
energy relative to the best compared isomer or geometry (same formula, charge and spin): 270.7 kJ/mol
SMILES: NCC[C@@]1(C(=O)O)C(=O)N1C(=O)[O-]